This record from the OMol25 dataset describes 2 unconnected molecules or ions with the total composition C2H4OS. The level of theory is ωB97M-V with the def2-TZVPD basis set.

Positions of all 8 atoms, in Å:
C (-0.3572, 0.3217, -0.3571)
C (0.6621, -0.4676, 0.3670)
O (-0.4609, 0.4810, -1.7057)
S (-0.5434, 1.9540, -0.8861)
H (-2.1381, -0.5241, 0.8142)
H (1.0499, 0.0889, 1.2924)
H (1.4109, -0.3956, -0.3312)
H (0.3767, -1.4582, 0.8066)

Calculated values
Highest occupied orbital energy (spin up / spin down)   -8.4 / -9.2 eV
Energy above the lowest of the compared OMol25 structures with the same formula, charge and spin   145.7 kcal/mol